Entry 1:
This record from the Open Molecules 2025 dataset describes 2 unconnected molecules or ions with the total composition C9H14S. The level of theory is ωB97M-V with the def2-TZVPD basis set.

Geometry as XYZ:
```
24
Properties=species:S:1:pos:R:3:forces:R:3
C -0.4662 3.6334 0.1206 0.13 -0.21 0.15
C 1.4657 2.7573 1.8529 0.06 -0.09 -0.20
S 0.2157 2.0661 0.7261 0.04 -0.09 -0.25
H -0.7996 4.2026 0.9836 -0.14 0.27 -0.05
H 0.2821 4.1797 -0.4440 0.13 0.19 -0.05
H -1.3048 3.4350 -0.5405 -0.06 -0.17 0.07
H 2.4790 2.4852 1.5425 -0.20 -0.25 0.15
H 1.2340 2.3963 2.8528 0.30 0.07 0.07
H 1.4411 3.8417 1.8346 -0.22 0.19 0.10
C 2.0852 -1.3723 -0.8098 0.19 -0.12 0.07
C 0.6088 -1.6568 -0.6705 0.43 0.12 0.09
C 0.0913 -2.0394 0.5538 -0.24 -0.18 0.01
C -0.1958 -1.5075 -1.8077 -0.81 0.07 0.00
C -1.3137 -2.3087 0.6900 0.24 0.28 -0.35
C -1.5984 -1.8237 -1.6899 0.07 -0.40 0.13
C -2.1061 -2.2083 -0.4644 0.03 0.02 0.09
H 2.5884 -1.1769 0.1479 -0.29 0.13 -0.15
H 2.2125 -0.5225 -1.4803 0.15 0.22 0.08
H 0.7742 -2.1849 1.3901 -0.11 0.10 -0.06
H 0.1954 -1.1309 -2.7481 0.15 -0.07 0.11
H -1.7623 -2.5344 1.6468 0.03 -0.07 0.08
H -2.2834 -1.8282 -2.5401 0.31 0.20 0.04
H -3.1666 -2.4284 -0.3872 -0.08 -0.02 0.00
H 2.6338 -2.2013 -1.2640 -0.11 -0.17 -0.12
```
Forces are in eV/Å.

ΔE to the lowest compared entry with this formula, charge and spin: 0.436 eV
HOMO-LUMO gap (spin up / spin down): 0.083 / 0.261 hartree
Lowest unoccupied orbital energy (spin up / spin down): 3.39 / 3.32 eV
2S+1: 2
Charge: -1
Highest occupied orbital energy (spin up / spin down): 1.129 / -3.790 eV

Atomic partial charges in e from the natural (NBO) method, atoms 1 to 5: -0.8003 -0.7574 0.1298 0.1941 0.1955

***

Entry 2:
This record from the Open Molecules 2025 dataset describes 2 unconnected molecules or ions with the total composition C9H14S in a non-equilibrium geometry. The level of theory is ωB97M-V with the def2-TZVPD basis set.

Geometry as XYZ:
```
24
Properties=species:S:1:pos:R:3:forces:R:3
C 0.8274 -2.3394 0.9834 0.08 -0.16 1.99
C 2.4450 -1.7701 -1.2602 -1.40 0.38 0.81
S 1.0702 -2.8324 -0.6801 0.44 0.40 0.18
H -0.0372 -1.6607 1.1697 0.22 -0.24 -0.86
H 0.6538 -3.1681 1.7199 -0.04 0.05 -1.17
H 1.6990 -1.8295 1.3933 0.08 0.15 -0.40
H 1.9759 -1.1824 -2.0500 0.17 0.09 -0.15
H 3.2053 -2.3987 -1.6569 0.62 -0.61 -0.40
H 2.8106 -1.1205 -0.4603 -0.15 -0.22 -0.14
C -2.9969 0.9951 -0.6438 -2.34 -1.57 0.40
C 0.0942 0.7222 1.5532 -1.64 0.85 -3.12
C 0.9051 1.6002 0.8230 0.37 -0.90 0.23
C -1.2139 0.5406 0.9692 0.92 -0.22 2.63
C -1.6124 1.2344 -0.1569 -0.28 -0.21 -1.02
C 0.5530 2.1362 -0.4019 -0.13 0.58 -0.76
C -0.7026 1.9659 -0.9442 -0.95 -1.10 0.91
H 0.4309 0.0685 2.3184 0.25 0.18 0.98
H 1.9311 1.8070 1.0175 0.64 -0.11 1.00
H -1.9302 -0.0989 1.5606 0.57 0.72 -0.96
H 1.3289 2.6865 -0.9183 -0.12 0.10 -0.14
H -3.7704 0.9918 0.1841 0.96 0.23 -0.83
H -3.1059 -0.0041 -1.0827 0.44 -0.54 0.57
H -1.0984 2.1987 -1.9310 0.68 0.66 0.16
H -3.4623 1.4578 -1.5060 0.61 1.48 0.10
```
Forces are in eV/Å.

ΔE to the lowest compared entry with this formula, charge and spin: 1.241 eV
HOMO-LUMO gap (spin up / spin down): 0.329 / 0.143 hartree
Lowest unoccupied orbital energy (spin up / spin down): -3.22 / -8.26 eV
2S+1: 2
Charge: +1
Highest occupied orbital energy (spin up / spin down): -12.173 / -12.166 eV

Atomic partial charges in e from the natural (NBO) method, atoms 1 to 5: -0.8911 -0.7584 0.8773 0.3306 0.3080

***

Entry 3:
This record from the Open Molecules 2025 dataset describes a molecular structure, C9H15AlFO5S in a non-equilibrium geometry. The level of theory is ωB97M-V with the def2-TZVPD basis set.

Geometry as XYZ:
```
32
Properties=species:S:1:pos:R:3:forces:R:3
C -1.9045 0.8480 3.1471 -0.75 -0.05 -1.08
C -1.8130 1.7733 1.9453 -1.02 -0.50 -0.53
O -1.7873 3.0224 2.1401 1.95 -0.45 0.61
O -1.8319 1.2689 0.7403 0.84 -0.40 1.39
C -0.7058 1.3860 -0.1841 -0.18 0.31 -1.47
C -0.0653 0.0116 -0.5622 -1.09 1.01 0.79
C -1.1720 -1.0433 -0.4937 0.82 -0.85 -0.25
C -0.7984 -2.4369 -1.0045 -0.41 0.11 0.01
F -2.2487 -0.5663 -1.1744 -0.14 0.33 0.04
C 0.5606 0.1620 -1.9685 0.52 -0.15 0.03
C 1.9372 -0.4472 -2.2392 -0.90 -0.18 -0.15
S 3.0876 -0.3456 -0.8896 1.16 0.39 -0.53
O 4.2107 0.4945 -1.2129 -0.20 0.63 0.22
O 3.5824 -1.6218 -0.4624 -0.33 -0.49 0.11
O 2.2501 0.3752 0.2575 -0.06 -0.59 -0.21
C 1.0321 -0.3288 0.4940 -0.32 -0.28 -0.16
H -0.9603 0.8129 3.7155 0.05 -0.08 0.12
H -2.7389 1.1638 3.7731 0.06 0.15 0.28
H -2.1207 -0.1629 2.8089 0.17 -0.22 0.10
H -1.1330 1.7663 -1.1077 -0.29 0.21 0.02
H 0.0176 2.1296 0.1432 0.03 0.04 0.34
H -1.4228 -1.1704 0.5718 -0.42 0.11 0.06
H -0.6419 -3.1346 -0.1901 0.32 -0.13 0.07
H 0.0366 -2.4404 -1.7002 0.22 -0.01 0.01
H -1.6553 -2.8154 -1.5518 -0.19 -0.06 -0.07
H 0.6638 1.2254 -2.1907 -0.01 0.23 0.19
H -0.1493 -0.2495 -2.6822 -0.05 -0.14 -0.18
H 1.9150 -1.4680 -2.6168 0.02 -0.25 0.17
H 2.4249 0.1441 -3.0271 0.44 0.06 0.04
H 0.6720 -0.0351 1.4757 0.13 0.23 0.20
H 1.1739 -1.4092 0.4924 0.26 -0.05 0.01
Al -0.4155 3.0915 3.5531 -0.65 1.07 -0.19
```
Forces are in eV/Å.

HOMO-LUMO gap: 0.087 hartree
Lowest unoccupied orbital energy: -18.46 eV
Charge: +3
Highest occupied orbital energy: -20.828 eV

Atomic partial charges in e from the natural (NBO) method, atoms 1 to 5: -0.7959 0.8709 -0.7151 -0.4313 -0.0830

***

Entry 4:
This record from the Open Molecules 2025 dataset describes 2 unconnected molecules or ions with the total composition C9H15BF8N3O3 in a non-equilibrium geometry. The level of theory is ωB97M-V with the def2-TZVPD basis set.

Geometry as XYZ:
```
39
Properties=species:S:1:pos:R:3:forces:R:3
N -2.3734 0.0348 5.8883 -0.88 -0.80 -2.08
C -3.0608 -0.1631 4.7149 -0.98 0.72 -1.06
N -3.6666 0.9572 3.8689 3.37 -1.88 2.52
C -2.9793 0.8118 2.4968 -0.51 -1.27 -2.23
C -1.6588 -0.1583 2.5235 -0.72 -0.80 -0.45
B -1.0199 -0.3814 0.9899 1.24 0.27 -0.89
O -1.1823 0.6944 -0.0234 1.65 -1.28 2.67
O -0.2822 -1.6554 0.7532 0.16 3.16 1.44
C -2.2088 -1.6667 2.9767 -0.09 0.20 -1.95
N -3.2100 -1.5878 4.1430 1.09 3.57 0.55
H -1.5936 -0.6424 6.1146 -1.85 0.63 0.05
H -2.5458 0.8398 6.5298 0.53 -0.65 -1.24
H -3.3775 1.9057 4.2263 -0.52 -1.42 0.05
H -2.8059 1.8556 1.9672 -0.30 -2.13 1.55
H -3.7885 0.2519 1.8206 1.87 1.24 1.27
H -0.7676 0.2254 3.1771 -1.76 -0.56 -0.82
H -0.4402 1.3874 0.0884 -1.63 -1.64 -0.40
H 0.5451 -1.7014 1.3508 -2.05 -0.01 -1.32
H -2.8554 -2.0379 2.0441 1.61 0.56 2.04
H -1.3434 -2.4352 3.1616 -1.82 1.60 -0.14
H -4.1979 -1.6862 3.7914 1.37 0.51 0.43
C 2.0426 -0.8322 -2.6067 0.05 -1.10 0.30
C 1.9538 0.5508 -1.9428 1.26 -0.31 -0.18
C 1.1055 1.5691 -2.6937 -0.42 0.88 -0.43
F 1.5968 1.8391 -3.9245 -0.25 0.09 0.70
F 1.0802 2.7547 -2.0272 0.05 -0.20 0.38
F 3.2103 1.0205 -1.7200 -0.54 0.05 -0.14
F 1.4019 0.3673 -0.7018 -0.14 0.15 -0.15
O 3.2111 -1.0753 -3.3936 -0.48 1.36 -1.14
C 3.1446 -0.6204 -4.7441 -1.03 -1.53 0.85
C 4.1917 0.4544 -5.0589 0.67 0.78 -0.27
F 4.0340 1.5501 -4.2740 0.06 -0.54 -0.07
F 4.0830 0.8828 -6.3448 -0.25 -0.50 0.33
F 1.8795 -0.2221 -5.0214 0.75 -0.21 -0.47
F 3.3666 -1.7198 -5.5141 0.29 0.77 0.21
H 2.1097 -1.5633 -1.7915 0.16 0.30 -0.08
H 1.1231 -1.1029 -3.1397 0.20 0.35 0.04
H 0.0730 1.2264 -2.7975 0.02 -0.18 0.06
H 5.2052 0.0725 -4.9077 -0.17 -0.20 0.03
```
Forces are in eV/Å.

HOMO-LUMO gap: 0.315 hartree
Lowest unoccupied orbital energy: -4.96 eV
Charge: +1
Highest occupied orbital energy: -13.528 eV

Atomic partial charges in e from the natural (NBO) method, atoms 1 to 5: -0.7542 0.7860 -0.5983 -0.2481 -0.6591

***

Entry 5:
This record from the Open Molecules 2025 dataset describes 5 unconnected molecules or ions with the total composition C9H15Cl16FN3S. The level of theory is ωB97M-V with the def2-TZVPD basis set.

Geometry as XYZ:
```
45
Properties=species:S:1:pos:R:3:forces:R:3
C 1.6326 -1.3499 -1.1542 -0.17 -0.25 0.16
S 0.6554 0.0866 -1.5637 0.04 0.18 -0.37
C 0.8385 1.1051 -0.0889 0.17 -0.01 0.33
C 1.3788 2.4988 -0.4255 -0.04 0.06 0.01
F 2.4213 2.7695 0.4381 -0.05 -0.02 -0.02
C -1.0101 -0.6199 -1.5821 -0.17 0.04 0.32
C -2.1900 0.4075 -1.4622 -0.12 -0.08 -0.11
N -2.0297 1.5948 -2.2626 0.11 -0.01 0.00
N -2.2905 0.8079 -0.0713 0.17 0.38 0.01
N -3.4099 -0.2575 -1.8997 0.19 -0.32 -0.17
H 2.6691 -1.0331 -1.0678 0.00 -0.04 -0.08
H 1.2676 -1.7753 -0.2222 0.04 0.02 0.09
H 1.5044 -2.0714 -1.9565 0.14 0.01 -0.11
H 1.5864 0.6074 0.5273 0.04 -0.05 0.00
H -0.1078 1.1021 0.4502 -0.09 0.03 -0.10
H 1.7661 2.5541 -1.4450 0.00 0.00 -0.01
H 0.6195 3.2691 -0.2834 0.00 -0.02 -0.02
H -1.0527 -1.1295 -2.5436 0.06 -0.01 -0.08
H -1.0747 -1.3556 -0.7785 -0.02 0.00 0.00
H -1.9245 1.4254 -3.2543 0.02 0.00 0.03
H -1.3131 2.2281 -1.9332 -0.02 -0.03 0.00
H -2.9646 0.2222 0.4128 0.17 -0.04 0.01
H -2.6808 1.7469 -0.0470 -0.12 -0.11 -0.04
H -3.4187 -0.3793 -2.9091 -0.11 0.17 0.01
H -3.4548 -1.2010 -1.5204 -0.09 0.10 0.11
C -4.1977 -1.5329 3.1306 0.06 0.03 -0.01
Cl -4.3955 -1.5049 1.3557 -0.15 -0.11 0.01
Cl -2.6443 -2.2819 3.5179 0.03 -0.01 0.01
Cl -4.2210 0.1247 3.7261 0.00 0.01 0.01
Cl -5.4990 -2.4571 3.8443 -0.07 0.03 -0.10
C 5.1217 -0.7484 -3.0809 -0.07 -0.03 0.03
Cl 5.5258 -2.1138 -2.0387 -0.02 -0.02 -0.01
Cl 6.5106 -0.2735 -4.0283 0.02 0.01 -0.01
Cl 3.7852 -1.2048 -4.1570 -0.01 -0.01 -0.02
Cl 4.5890 0.6097 -2.0646 0.02 0.10 0.05
C 7.1558 4.0615 -2.9083 0.00 0.03 -0.01
Cl 7.6969 2.7405 -1.8671 0.01 -0.03 0.02
Cl 8.5081 4.6466 -3.8697 0.00 0.01 0.00
Cl 5.8796 3.4734 -3.9887 -0.01 0.01 -0.03
Cl 6.5150 5.3691 -1.9121 0.00 0.00 0.00
C -5.5497 -4.0340 8.2026 -0.02 0.00 -0.01
Cl -4.9388 -5.4170 9.1060 0.01 -0.01 0.01
Cl -4.4506 -3.6694 6.8626 0.07 -0.04 0.08
Cl -7.1475 -4.4105 7.5487 -0.01 0.00 0.00
Cl -5.6613 -2.6306 9.2637 0.00 0.01 0.01
```
Forces are in eV/Å.

ΔE to the lowest compared entry with this formula, charge and spin: 0.000 eV
HOMO-LUMO gap: 0.369 hartree
Lowest unoccupied orbital energy: -2.63 eV
Charge: +1
Highest occupied orbital energy: -12.667 eV

Atomic partial charges in e from the natural (NBO) method, atoms 1 to 5: -0.7573 0.8573 -0.6262 0.0440 -0.3412

***

Entry 6:
This record from the Open Molecules 2025 dataset describes a molecular structure, C9H15Cl2ErNO2PS in a non-equilibrium geometry. The level of theory is ωB97M-V with the def2-TZVPD basis set.

Geometry as XYZ:
```
32
Properties=species:S:1:pos:R:3:forces:R:3
C 0.4249 -3.7727 -0.6924 0.36 -0.19 0.00
C 0.5162 -2.5581 0.1794 -1.64 0.79 -0.40
H -0.6011 -4.1212 -0.6982 -0.14 -0.08 0.03
H 1.1159 -4.5629 -0.3718 -0.27 0.27 -0.05
H 0.6859 -3.5135 -1.7294 0.02 0.12 0.28
O -0.3754 -1.7345 0.3236 0.98 -0.81 -0.21
Cl 2.0131 -2.3285 0.9931 0.60 0.12 0.32
Er -0.4927 1.9812 1.4070 1.73 1.54 -0.11
P -0.0667 1.4787 -1.4337 0.65 0.09 -2.23
C -1.5353 1.8662 -2.4473 -0.57 0.27 0.52
C 1.1035 2.6783 -2.1696 0.20 0.50 0.61
H 1.4429 -0.3190 -2.1020 -0.11 0.00 -0.04
H 0.5256 0.2996 -3.4975 -0.11 0.18 0.52
H -0.2557 -0.7893 -2.3211 0.12 0.10 -0.01
C 0.4598 0.0331 -2.4293 0.16 -0.86 0.53
H 2.1321 2.3557 -1.9665 -0.20 0.16 -0.03
H 0.9403 2.7359 -3.2557 0.01 -0.09 0.39
H -1.2370 1.9604 -3.4987 -0.05 -0.05 0.32
H -1.9775 2.8098 -2.1154 -0.11 -0.02 -0.19
H 0.9464 3.6651 -1.7170 0.19 -0.10 -0.22
H -2.2825 1.0737 -2.3492 0.02 0.13 -0.16
C -2.2610 0.7513 0.3648 -5.40 -4.51 -2.03
O -3.0595 -0.0246 0.0208 3.92 3.80 1.42
Cl 1.1177 3.7764 1.7038 -0.58 -0.60 -0.15
S -0.8750 -1.6646 4.1812 0.87 0.91 -0.04
C 0.6432 -0.9058 4.6234 -0.34 0.17 -0.83
C 0.9486 0.1204 3.7801 -1.40 -0.23 -0.25
N -0.0724 0.3662 2.8330 -0.42 -1.73 0.80
C -1.0851 -0.5466 2.9335 1.67 0.54 0.63
H 1.2415 -1.2530 5.4476 -0.03 -0.19 0.07
H 1.8352 0.7516 3.7646 -0.27 -0.19 0.18
H -1.9157 -0.6092 2.2390 0.13 -0.04 0.33
```
Forces are in eV/Å.

HOMO-LUMO gap (spin up / spin down): 0.300 / 0.302 hartree
Lowest unoccupied orbital energy (spin up / spin down): -8.63 / -8.57 eV
2S+1: 4
Charge: +2
Highest occupied orbital energy (spin up / spin down): -16.790 / -16.790 eV

Atomic partial charges in e from the natural (NBO) method, atoms 1 to 5: -0.7359 0.5523 0.2634 0.2679 0.2728

***

| no. | electronic energy (Ha) |
| --- | --- |
| 1 | -749.453503 |
| 2 | -749.162134 |
| 3 | -1467.143414 |
| 4 | -1565.421376 |
| 5 | -8377.012581 |
| 6 | -3231.646643 |